{
  "formula": "C21H29N3O5S",
  "method": "ωB97M-V with the def2-TZVPD basis set",
  "elements": ["C", "C", "O", "C", "C", "C", "C", "C", "C", "O", "C", "C", "O", "N", "H", "C", "C", "H", "H", "H", "C", "H", "H", "H", "C", "H", "H", "H", "H", "H", "H", "H", "C", "N", "C", "C", "C", "C", "C", "C", "H", "H", "S", "O", "O", "N", "H", "H", "H", "H", "H", "H", "H", "H", "H", "H", "H", "H", "H"],
  "xyz": [[-2.699372, -0.815119, 3.647780], [-2.170839, 0.305175, 2.635434], [-2.860863, 0.230419, 1.392827], [-2.621584, 0.848673, 0.306343], [-1.839870, 1.828845, 0.250209], [-1.618874, 2.682172, -0.665859], [-2.189836, 2.275067, -1.773071], [-2.918915, 1.298563, -2.154630], [-3.240746, 0.518834, -1.016710], [-3.931593, -0.646492, -1.189036], [-4.050090, -1.500607, -0.271744], [-2.707988, -2.181658, -0.081907], [-2.358752, -3.050417, 0.945243], [-1.694203, -1.983066, -0.926080], [-2.050229, -1.613404, -1.920298], [-0.354799, -2.407448, -0.783200], [0.376503, -2.040554, -2.156550], [0.097403, -0.871436, -2.264757], [0.049973, -2.321504, -3.124300], [1.388193, -1.974776, -2.050872], [0.294963, -1.645497, 0.189222], [0.028031, -0.476239, 0.362995], [-0.082102, -1.904602, 1.265476], [1.352550, -1.751196, 0.437587], [-0.082168, -3.713218, -1.003140], [-0.466990, -4.210624, 0.143588], [0.993437, -4.289470, -0.728502], [-0.485086, -4.248306, -1.635834], [-4.660340, -2.499382, -0.697416], [-4.450185, -1.495624, 0.725776], [-3.299837, 1.083008, -3.030966], [-1.921766, 2.959080, -2.950565], [-0.627322, 4.015926, -0.571192], [0.421945, 3.649690, 0.301662], [1.272374, 2.654878, 0.228153], [1.470782, 2.173776, -0.915657], [2.340952, 0.922374, -1.185304], [3.081775, 0.604568, 0.352033], [2.987449, 1.378459, 1.261310], [2.007917, 2.520107, 1.410789], [2.132778, 2.899035, 2.382513], [3.489908, 1.161960, 2.330223], [4.056899, -0.879010, -0.008490], [5.469416, -0.558640, -0.120138], [3.503075, -1.654074, -1.103285], [4.192422, -1.692645, 1.414737], [4.635408, -1.298226, 2.210932], [3.240696, -2.058080, 1.732091], [2.441393, 0.413011, -2.009462], [0.695822, 2.276913, -1.763233], [0.354350, 4.201788, 1.203298], [-1.208992, 4.876642, -0.282241], [-0.076448, 4.299886, -1.678593], [-1.395540, 2.218724, 1.457251], [-2.457614, 1.222508, 3.196308], [-1.198668, 0.368567, 2.669339], [-3.831963, -0.791530, 3.724750], [-2.658836, -1.760966, 3.120675], [-2.150529, -0.678937, 4.507422]],
  "atomic_forces_ev_per_a": [[-2.4, 0.5, -4.6], [-6.6, 0.2, 2.6], [-1.4, -3.5, 3.4], [-4.2, -3.8, -5.1], [5.5, 4.9, 10.5], [3.2, 6.0, -3.5], [3.5, 8.1, -9.2], [-2.3, -4.8, 6.6], [1.0, -0.5, 1.9], [-1.3, 5.5, -4.7], [0.1, -9.9, 2.6], [3.9, -5.7, 5.9], [-2.9, 4.6, -4.1], [-4.3, 1.9, -4.1], [1.6, -0.8, 2.9], [1.1, 4.1, -6.4], [-3.3, 6.8, 0.1], [0.7, -1.7, 0.1], [-0.6, -1.5, -0.5], [2.7, -0.6, 0.3], [0.7, 4.1, 8.2], [0.7, -2.5, -1.6], [0.1, -0.3, -1.6], [0.0, -0.2, -1.2], [5.8, -6.9, 13.7], [0.2, 0.3, -2.9], [-2.1, 2.7, -1.4], [-4.3, -4.6, -6.6], [1.1, 2.5, 0.7], [-0.5, 1.6, 0.4], [-1.6, -0.9, -4.3], [-0.5, -1.3, 3.7], [0.4, -2.8, -3.8], [-3.9, 5.9, 3.4], [0.5, 4.5, 9.2], [2.9, -10.6, -11.7], [-1.8, 7.6, 11.6], [-0.4, -8.2, -16.2], [-1.8, 8.3, 13.0], [3.7, -5.5, -3.0], [-1.0, 1.4, 0.6], [-0.7, 0.2, -2.6], [3.6, 0.5, 0.8], [-0.9, 1.0, -0.8], [-0.4, 0.7, 1.8], [-4.4, -2.5, 0.2], [0.8, 0.9, 0.1], [1.7, 0.4, -0.5], [0.6, -2.7, -4.2], [1.5, 0.5, 1.4], [0.5, -1.4, -1.6], [0.2, 0.2, 0.5], [-2.1, -1.0, 2.6], [-1.0, -1.3, -3.6], [-0.2, 0.1, -0.8], [5.5, -0.4, -1.0], [1.3, 0.8, 0.6], [1.1, -0.6, 0.3], [0.9, -0.2, 2.1]],
  "homo_lumo_gap_ev": 7.75,
  "homo_energy_ev": -8.1339,
  "lumo_ev": -0.4
}

=====

{
  "formula": "C21H29N5O3",
  "method": "ωB97M-V with the def2-TZVPD basis set",
  "elements": ["C", "C", "N", "N", "C", "C", "O", "N", "C", "C", "C", "N", "C", "C", "C", "C", "C", "C", "C", "C", "O", "C", "C", "C", "O", "C", "C", "C", "N", "H", "H", "H", "H", "H", "H", "H", "H", "H", "H", "H", "H", "H", "H", "H", "H", "H", "H", "H", "H", "H", "H", "H", "H", "H", "H", "H", "H", "H"],
  "xyz": [[6.017250, -2.689577, -0.379257], [5.020555, -1.587338, -0.442207], [3.798850, -1.838041, -0.713217], [2.882665, -0.853106, -0.769613], [1.541370, -1.290591, -1.098419], [0.642754, -1.451418, 0.145062], [0.201768, -2.529402, 0.482058], [0.418421, -0.294790, 0.783668], [-0.453932, -0.188041, 1.930854], [-1.754768, 0.533512, 1.579248], [-2.567487, -0.256566, 0.545611], [-3.892513, 0.315329, 0.361243], [-4.959713, -0.649035, 0.602692], [-5.026819, -1.806230, -0.409373], [-6.303058, 0.078327, 0.704203], [-6.581555, 0.893282, -0.550427], [-5.415585, 1.843701, -0.776853], [-4.072905, 1.105892, -0.851745], [-2.974581, 2.156145, -1.020432], [3.147428, 0.479813, -0.548355], [2.254819, 1.318648, -0.593310], [4.534176, 0.762629, -0.265030], [5.172871, 1.963970, -0.008221], [6.513321, 1.621738, 0.208041], [7.695011, 2.194877, 0.496899], [8.589825, 1.178404, 0.555059], [8.033113, -0.043427, 0.312787], [6.664233, 0.232161, 0.082794], [5.446531, -0.298144, -0.209046], [5.517606, -3.630742, -0.582759], [6.471914, -2.725280, 0.609609], [6.804021, -2.526364, -1.114373], [1.624813, -2.260518, -1.588769], [1.094054, -0.552250, -1.769976], [0.795634, 0.561895, 0.389095], [0.071342, 0.352194, 2.725010], [-0.662733, -1.206361, 2.267562], [-1.523277, 1.529375, 1.203660], [-2.357437, 0.644578, 2.480933], [-2.016147, -0.317058, -0.400510], [-2.657680, -1.279341, 0.920098], [-4.748294, -1.085979, 1.587683], [-5.272622, -1.451908, -1.405969], [-5.789277, -2.516757, -0.099697], [-4.073568, -2.327397, -0.458914], [-6.265723, 0.753623, 1.561038], [-7.096820, -0.650370, 0.877174], [-7.508876, 1.458391, -0.433677], [-6.702450, 0.235422, -1.412618], [-5.562794, 2.410551, -1.698361], [-5.367439, 2.549515, 0.054731], [-4.066298, 0.462256, -1.753070], [-3.201868, 2.772574, -1.887731], [-1.997132, 1.710014, -1.176246], [-2.936607, 2.797084, -0.143727], [4.708754, 2.927483, 0.010386], [9.603464, 1.446442, 0.778665], [8.543399, -0.983769, 0.306036]],
  "atomic_forces_ev_per_a": [[0.0, 0.1, 0.0], [-0.3, -0.3, -0.1], [0.5, -0.8, 0.0], [0.1, 0.7, 0.0], [-0.5, -0.2, 0.0], [0.4, 0.2, -0.5], [-0.2, -0.4, 0.0], [-0.1, 0.5, 0.2], [-0.2, 0.1, 0.2], [0.2, -0.5, -0.1], [0.2, 0.3, 0.3], [0.0, 0.1, -0.1], [-0.3, -0.2, 0.2], [0.1, 0.3, 0.2], [0.1, -0.1, -0.1], [0.1, 0.1, 0.2], [0.0, -0.3, -0.2], [-0.1, 0.4, 0.0], [-0.2, -0.3, 0.0], [-0.2, -0.3, -0.1], [0.1, 0.3, -0.1], [0.3, 0.5, 0.1], [-0.2, -0.1, 0.0], [-0.3, -1.6, -0.2], [-0.1, 0.5, 0.0], [0.1, -0.8, -0.1], [0.4, 0.2, 0.1], [0.0, 1.2, 0.1], [-0.3, 0.5, 0.0], [0.0, 0.0, 0.0], [0.1, 0.0, 0.1], [0.1, 0.0, 0.0], [0.0, 0.2, 0.1], [0.1, -0.1, 0.0], [0.1, -0.2, -0.1], [0.0, -0.1, 0.0], [0.0, 0.1, 0.1], [-0.1, 0.1, 0.0], [-0.1, 0.1, 0.0], [0.0, -0.1, 0.0], [0.0, 0.0, -0.1], [0.0, 0.0, -0.1], [0.0, 0.0, -0.1], [-0.1, -0.1, 0.0], [0.1, -0.1, 0.0], [0.0, 0.0, 0.1], [0.0, 0.0, 0.1], [0.0, 0.0, -0.1], [-0.1, 0.0, -0.1], [0.0, 0.1, 0.0], [0.1, 0.1, 0.0], [0.0, 0.0, 0.0], [0.0, 0.0, -0.1], [0.2, 0.0, 0.0], [0.0, 0.1, 0.1], [-0.2, 0.2, 0.0], [0.1, 0.1, 0.0], [0.2, -0.1, 0.0]],
  "homo_lumo_gap_ev": 8.43,
  "smiles": "Cc1nn(CC(=O)NCCCN2[C@H](C)CCC[C@H]2C)c(=O)c2cc3occc3n12",
  "homo_energy_ev": -8.0301,
  "lumo_ev": 0.4
}

=====

{
  "formula": "C21H30AsCrN2O7S4",
  "method": "ωB97M-V with the def2-TZVPD basis set",
  "elements": ["Cr", "O", "C", "O", "C", "O", "C", "C", "O", "O", "H", "H", "H", "H", "H", "S", "As", "S", "S", "S", "C", "C", "C", "C", "C", "C", "C", "C", "C", "C", "C", "C", "O", "H", "H", "H", "H", "H", "H", "H", "H", "H", "H", "H", "H", "H", "H", "H", "H", "H", "N", "C", "N", "C", "C", "O", "C", "C", "H", "H", "H", "H", "H", "H", "H", "H"],
  "xyz": [[-0.962805, -0.532020, 0.324433], [0.510460, 2.046069, -2.780550], [-0.158960, 1.028207, -2.211125], [-0.273856, 0.970418, -0.965854], [-0.820264, 0.148663, -3.235721], [-2.177665, 0.011989, -2.868764], [-2.720437, -1.295199, -2.693866], [-1.656959, -2.318563, -2.150557], [-1.637965, -3.428693, -2.676488], [-0.882832, -1.796643, -1.228531], [0.902099, 2.576558, -2.079753], [-0.337392, -0.797672, -3.376430], [-0.751172, 0.667841, -4.181840], [-3.207174, -1.715048, -3.548722], [-3.432471, -1.166116, -1.834001], [-4.806080, -0.194240, 3.204528], [-3.991360, -1.304193, 1.580169], [-3.354686, 0.175797, 0.031146], [-1.772536, -1.815819, 2.012817], [-5.143168, -2.925193, 0.886980], [3.055447, 0.454710, 2.385962], [2.848831, 0.970241, 0.930192], [3.705343, 2.270187, 0.611425], [3.073449, -0.110688, -0.087637], [4.043370, 0.006924, -1.019733], [4.377485, -1.067454, -1.822922], [3.622891, -2.266023, -1.754162], [2.583538, -2.424101, -0.864385], [2.009969, -3.783725, -0.697308], [1.551890, -4.497609, -1.978460], [1.040884, -4.115137, 0.400305], [2.146492, -1.277982, -0.110912], [1.024030, -1.234322, 0.653881], [2.672387, 1.150851, 3.112229], [4.138375, 0.258931, 2.638000], [2.501467, -0.458942, 2.569909], [1.788808, 1.192198, 0.860045], [4.728064, 1.930098, 0.588250], [3.706731, 3.028579, 1.399731], [3.358436, 2.614136, -0.345120], [4.546648, 0.964836, -1.049418], [5.110959, -0.993518, -2.606871], [3.914101, -3.035954, -2.514606], [2.950947, -4.284614, -0.303786], [0.741985, -3.991103, -2.468561], [1.236677, -5.537857, -1.717325], [2.340953, -4.623875, -2.673254], [-0.006569, -3.854615, 0.118770], [1.289360, -3.570822, 1.283891], [1.155696, -5.215079, 0.556518], [-0.613975, 0.935627, 1.814721], [-1.278470, 1.892204, 2.068179], [-1.878960, 2.981553, 2.488137], [-3.183504, 2.842739, 3.234967], [-4.363629, 3.056138, 2.293093], [-4.142717, 4.283593, 1.533636], [-2.896683, 4.247514, 0.723524], [-1.717518, 4.231226, 1.705105], [-3.149107, 3.495213, 4.085326], [-3.284373, 1.819331, 3.662980], [-5.308342, 3.176698, 2.772356], [-4.429282, 2.162693, 1.607716], [-2.879768, 5.201135, 0.069567], [-2.832097, 3.389731, 0.050850], [-1.849761, 5.087761, 2.426409], [-0.775236, 4.362446, 1.160899]],
  "atomic_forces_ev_per_a": [[0.4, -0.9, -0.3], [-0.2, -0.6, 0.0], [-0.1, 0.2, 2.5], [0.6, 0.5, -3.2], [-1.3, 0.1, 0.0], [0.3, 0.3, -0.5], [0.6, -0.6, 2.3], [-0.7, 1.4, -0.2], [0.6, 0.5, 0.8], [-0.6, -1.2, -0.7], [0.2, 0.1, 0.4], [0.6, -0.5, 0.3], [0.0, 0.3, -0.4], [-0.1, 0.1, -0.9], [0.3, -0.3, -1.0], [-0.1, -0.2, 0.2], [1.1, 0.2, 0.2], [0.6, 0.0, 0.3], [-1.1, -0.5, 0.1], [0.2, 0.2, -0.1], [1.1, -0.2, -0.4], [0.1, 0.7, 0.8], [-0.8, -1.8, 1.3], [-2.4, -1.5, 0.7], [1.1, -0.1, -0.3], [-1.0, -1.2, -0.9], [1.8, 1.1, -1.1], [-1.5, 1.6, 0.5], [1.3, -1.8, 0.1], [0.0, -0.8, 1.0], [-1.2, -0.3, -0.4], [-0.2, 1.0, 1.2], [1.5, 0.3, -1.3], [-0.1, 0.6, 0.3], [-0.9, 0.2, -0.4], [-0.1, -0.2, -0.3], [-0.3, 0.4, 0.1], [0.5, 0.1, -0.4], [-0.6, 0.0, -0.1], [0.2, 0.6, -0.4], [0.5, -0.4, -0.4], [0.3, 0.2, -0.1], [-0.4, 0.4, 1.1], [-0.7, -0.1, -0.8], [-0.6, 0.2, 0.0], [0.0, 0.8, -0.1], [1.0, 0.0, -0.9], [0.7, -0.3, 0.3], [0.0, 0.2, 0.8], [-0.4, 0.7, 0.1], [-2.0, 2.9, 0.4], [2.1, -2.4, -0.3], [-0.1, 0.0, 0.1], [0.0, -1.2, -0.2], [1.6, -0.3, -1.6], [1.2, -0.3, -1.2], [-0.9, 1.8, 0.5], [-1.4, 0.6, 0.3], [0.0, 0.8, 0.2], [0.4, 0.4, -0.6], [-0.5, 0.1, 0.6], [0.1, 0.9, 0.6], [-0.2, -1.4, 1.1], [-0.3, -0.2, 0.2], [0.2, -0.8, -0.7], [0.0, -0.6, 0.4]],
  "homo_lumo_gap_ev": [5.47, 5.52],
  "multiplicity": 4,
  "charge": -2,
  "homo_energy_ev": [-1.6559, -1.7088],
  "lumo_ev": [3.8, 3.8]
}

=====

{
  "formula": "C21H30BI2NO9S3Si",
  "method": "ωB97M-V with the def2-TZVPD basis set",
  "elements": ["C", "C", "O", "B", "O", "C", "C", "S", "C", "C", "C", "O", "Si", "C", "C", "C", "C", "C", "C", "C", "I", "C", "C", "I", "C", "O", "N", "C", "S", "C", "C", "C", "O", "H", "H", "H", "H", "H", "H", "H", "H", "H", "H", "H", "H", "H", "H", "H", "H", "H", "H", "H", "H", "H", "H", "H", "H", "H", "H", "H", "H", "H", "H", "O", "S", "O", "O", "O"],
  "xyz": [[-6.091166, -1.551347, -1.766325], [-5.139444, -0.693579, -0.760498], [-4.671059, 0.450168, -1.514568], [-4.235843, 1.526110, -0.666617], [-5.274018, 2.456575, -0.234616], [-2.680928, 1.765648, -0.200952], [-1.457193, 1.526897, -1.171053], [-1.859799, 1.001622, -2.919628], [0.036243, 1.714457, -0.717721], [1.222880, 1.403363, -1.757764], [1.157211, -0.206416, -2.020355], [2.467676, -0.812966, -2.112358], [2.267327, -2.540174, -2.401082], [3.124622, -3.619662, -1.050072], [0.422731, -3.096316, -2.429632], [2.987054, -3.026268, -4.129906], [0.360204, 2.189611, 0.715704], [-0.883447, 2.407542, 1.624379], [-2.366764, 2.210675, 1.265021], [-3.442698, 2.457051, 2.398388], [-4.646588, 4.272991, 2.535792], [-3.574621, 1.420198, 3.375838], [-2.631425, 0.108256, 3.272170], [-4.941457, 1.482242, 5.054589], [-0.158653, 2.868225, 2.955938], [-0.799779, 2.943899, 4.032053], [1.280234, 3.141297, 2.694268], [2.006082, 2.854619, 3.968071], [3.822832, 3.234682, 3.929501], [4.404917, 2.743868, 5.657638], [3.199073, 2.272963, 6.621663], [1.723846, 2.466781, 1.469294], [2.858682, 2.183974, 1.033297], [-5.775450, -1.281105, -2.844024], [-7.185969, -1.253320, -1.653211], [-5.909407, -2.681381, -1.674536], [-4.290949, -1.417831, -0.469500], [-5.754278, -0.438853, 0.165613], [-4.924124, 3.364719, -0.371815], [-1.438745, 2.120427, -3.660816], [2.246432, 1.626986, -1.312652], [1.087649, 2.015114, -2.709613], [0.644992, -0.650096, -1.088550], [0.568796, -0.363401, -2.982087], [2.308377, -3.865434, -0.265647], [4.011990, -3.106437, -0.552889], [3.418884, -4.643099, -1.497265], [0.285212, -4.226662, -2.435926], [-0.041576, -2.726793, -1.432919], [-0.187188, -2.595420, -3.272058], [2.332733, -2.482444, -4.894378], [2.770316, -4.149359, -4.269164], [4.098168, -2.778083, -4.212169], [-1.568474, 0.327960, 3.664570], [-3.058645, -0.767180, 3.892703], [-2.567677, -0.289796, 2.195173], [1.547341, 3.532780, 4.781371], [1.754323, 1.782750, 4.303193], [5.114169, 1.839094, 5.553847], [4.923267, 3.610931, 6.198146], [2.641379, 1.350922, 6.242867], [3.656906, 1.994223, 7.645158], [2.400098, 3.095707, 6.753231], [2.721879, -5.702325, -6.514824], [3.680285, -4.902021, -7.309593], [5.020744, -4.972185, -6.683829], [3.230730, -3.490497, -7.350432], [3.751080, -5.434878, -8.688434]],
  "atomic_forces_ev_per_a": [[0.7, 0.5, -0.5], [-1.0, -2.2, -0.9], [0.5, 0.8, 2.7], [-1.1, 0.5, -0.4], [2.3, -0.9, -1.5], [3.2, 0.4, 1.1], [0.6, 1.2, 3.0], [0.5, 1.3, 0.9], [-0.9, 0.7, 1.0], [-0.5, -0.7, 0.7], [0.1, 0.8, 0.4], [-1.8, -0.9, 0.0], [1.2, -1.0, -1.8], [-0.6, -0.5, 0.8], [-1.2, 0.8, 1.0], [-0.8, 0.3, 0.8], [-4.5, -1.0, -1.8], [2.1, -0.2, -1.6], [2.6, 0.3, -1.5], [0.3, -3.1, 1.7], [1.1, -1.2, -0.2], [1.3, 1.3, -2.7], [-0.5, -0.3, 0.4], [0.9, 0.0, -1.1], [-3.5, -0.2, 0.1], [3.2, 0.1, -2.7], [-0.3, -1.9, 1.0], [-0.7, 0.2, 1.9], [-0.1, -0.3, 0.5], [-0.9, -1.0, 1.1], [0.1, 0.1, 0.2], [-0.5, -0.7, -2.3], [-3.6, 1.3, 2.3], [-0.4, -0.3, 1.7], [1.5, -0.6, -0.1], [-0.5, 1.7, 0.2], [-0.9, 1.5, -0.3], [0.9, 0.0, -1.1], [-0.3, -0.7, 0.7], [-0.2, -1.0, 1.1], [-1.5, -0.2, -0.4], [0.1, -0.9, 1.2], [0.3, 0.7, -1.6], [0.6, 0.0, 1.5], [1.4, 0.5, -0.9], [-1.1, -0.8, -0.6], [-0.3, 1.8, 0.5], [0.4, 1.5, -0.3], [0.4, -0.6, -1.4], [1.0, -1.0, 1.2], [1.3, -0.8, 0.6], [0.6, 1.6, -0.1], [-1.6, -0.5, -0.3], [-1.8, -0.2, -0.7], [0.6, 1.6, -0.8], [-0.1, 0.9, 1.5], [0.6, -1.1, -1.5], [0.7, 1.4, -0.7], [-1.0, 1.7, 0.1], [-0.6, -1.2, -1.2], [1.0, 1.2, 0.4], [-0.8, 0.6, -1.6], [1.5, -1.2, 0.0], [-0.5, -0.2, 0.5], [0.0, -0.3, -0.5], [0.5, 0.1, 0.3], [-0.2, 0.6, 0.1], [0.0, -0.2, -0.4]],
  "homo_lumo_gap_ev": 1.27,
  "charge": -2,
  "homo_energy_ev": 0.1092,
  "lumo_ev": 1.4
}

=====

no.,E_tot (eV)
1,-47770.9901
2,-35840.5517
3,-172181.2052
4,-99437.4680